(1)
This record from the OMol25 dataset describes a molecular structure, C46H39BN6O3PPtSi. The level of theory is the ωB97M-V functional and the def2-TZVPD basis.

Values from the calculation:
LUMO energy	-3.7	eV
Kohn-Sham gap	0.266	hartree
total charge	+1

Atoms and positions in Å:
Pt 0.71 -0.29 1.14
C 3.93 1.00 -1.21
C 2.72 0.32 -1.08
N 2.32 0.41 0.19
N 3.21 1.13 0.88
C 4.20 1.49 0.06
B 3.11 1.27 2.42
N 1.89 2.10 2.78
C 1.79 3.20 3.56
C 0.47 3.39 3.87
C -0.20 2.34 3.23
N 0.66 1.56 2.60
N 2.95 -0.20 2.96
C 3.66 -0.80 3.93
C 3.17 -2.08 4.12
C 2.12 -2.19 3.21
N 2.01 -1.06 2.52
H 4.52 1.11 -2.10
H 2.14 -0.21 -1.81
H 5.03 2.06 0.43
H 4.12 1.73 2.85
H 2.67 3.76 3.83
H 0.04 4.18 4.46
H -1.25 2.10 3.25
H 4.47 -0.28 4.40
H 3.52 -2.83 4.81
H 1.48 -3.03 3.00
O -1.15 -1.53 4.01
C -1.02 -2.05 2.95
O -0.93 -1.32 1.79
C -0.92 -3.49 2.60
C -1.23 -4.50 3.49
C -1.18 -5.81 3.04
C -0.84 -6.08 1.72
C -0.51 -5.07 0.83
C -0.54 -3.75 1.28
P -0.31 -2.27 0.25
C 0.98 -2.79 -0.93
C 2.00 -3.67 -0.55
C 3.00 -4.00 -1.44
C 3.00 -3.47 -2.72
C 2.00 -2.58 -3.11
C 1.00 -2.23 -2.21
C -1.83 -2.10 -0.72
C -2.00 -2.96 -1.80
C -3.19 -2.94 -2.51
C -4.20 -2.06 -2.16
C -4.03 -1.21 -1.08
C -2.86 -1.24 -0.35
H -1.51 -4.26 4.51
H -1.43 -6.63 3.71
H -0.82 -7.11 1.37
H -0.23 -5.30 -0.19
H 2.02 -4.09 0.45
H 3.79 -4.68 -1.13
H 3.78 -3.74 -3.42
H 2.00 -2.16 -4.10
H 0.24 -1.52 -2.51
H -1.22 -3.65 -2.10
H -3.32 -3.62 -3.35
H -5.11 -2.03 -2.74
H -4.80 -0.50 -0.81
H -2.73 -0.56 0.48
O -0.49 0.41 -0.26
Si -0.83 1.83 -0.96
C 0.46 3.16 -0.67
C 1.64 3.25 -1.41
C 2.55 4.27 -1.19
C 2.29 5.24 -0.23
C 1.13 5.17 0.52
C 0.22 4.14 0.30
C -1.02 1.49 -2.80
C -1.58 0.28 -3.20
C -1.80 0.00 -4.54
C -1.46 0.93 -5.51
C -0.92 2.15 -5.13
C -0.70 2.42 -3.79
C -2.47 2.44 -0.29
C -3.22 3.34 -1.04
C -4.41 3.86 -0.56
C -4.88 3.48 0.69
C -4.15 2.58 1.46
C -2.96 2.07 0.96
H 1.85 2.51 -2.18
H 3.46 4.32 -1.78
H 3.00 6.04 -0.06
H 0.91 5.93 1.26
H -0.70 4.12 0.87
H -1.89 -0.45 -2.45
H -2.25 -0.95 -4.83
H -1.63 0.72 -6.56
H -0.67 2.89 -5.88
H -0.28 3.38 -3.51
H -2.88 3.64 -2.03
H -4.98 4.56 -1.15
H -5.81 3.89 1.07
H -4.51 2.28 2.44
H -2.39 1.37 1.57

(2)
This record from the OMol25 dataset describes a molecular structure, C48H40IrN7OS3. The level of theory is the ωB97M-V functional and the def2-TZVPD basis.

Values from the calculation:
multiplicity	2
LUMO energy (spin up / spin down)	-8.7 / -9.4	eV
Kohn-Sham gap (spin up / spin down)	0.269 / 0.254	hartree
total charge	+3

Atoms and positions in Å:
Ir 0.11 0.58 -2.59
O 0.22 -1.06 -6.22
C 0.46 -0.70 -5.10
N -0.31 0.23 -4.39
C -1.54 0.76 -4.98
C -2.17 1.67 -3.96
C -3.32 2.40 -4.23
C -3.80 3.28 -3.27
C -3.12 3.41 -2.06
C -2.00 2.65 -1.84
N -1.54 1.78 -2.76
C 1.64 -1.17 -4.29
C 2.58 -2.02 -4.81
C 3.65 -2.40 -4.00
C 3.71 -1.92 -2.70
C 2.72 -1.07 -2.24
N 1.70 -0.70 -3.02
H -2.21 -0.06 -5.25
H -1.33 1.30 -5.90
H -3.80 2.30 -5.19
H -4.68 3.87 -3.47
H -3.45 4.11 -1.31
H -1.42 2.71 -0.94
H 2.48 -2.35 -5.83
H 4.42 -3.06 -4.38
H 4.53 -2.19 -2.04
H 2.73 -0.68 -1.23
N -0.71 -0.84 -1.60
S -1.52 -1.02 -0.35
N -1.10 -0.27 1.01
S 0.26 -0.41 1.76
N 1.55 0.06 1.03
S 1.68 1.47 0.20
N 0.92 1.59 -1.06
C 3.44 1.50 0.00
C 4.31 0.90 0.90
C 5.67 1.01 0.68
C 6.15 1.71 -0.42
C 5.27 2.31 -1.31
C 3.90 2.21 -1.11
C 1.32 2.80 1.30
C -0.02 3.08 1.54
C -0.35 4.11 2.40
C 0.66 4.86 2.99
C 1.99 4.58 2.74
C 2.33 3.54 1.88
C 0.66 -2.05 2.25
C 0.15 -2.54 3.45
C 0.44 -3.85 3.80
C 1.20 -4.64 2.96
C 1.69 -4.14 1.76
C 1.43 -2.84 1.39
C -0.05 0.49 3.25
C 1.07 0.89 3.98
C 0.86 1.57 5.16
C -0.43 1.83 5.60
C -1.53 1.41 4.86
C -1.35 0.73 3.67
C -1.57 -2.77 -0.09
C -2.27 -3.24 1.02
C -2.33 -4.60 1.23
C -1.72 -5.47 0.33
C -1.04 -4.98 -0.78
C -0.95 -3.62 -1.00
C -3.22 -0.54 -0.42
C -3.69 0.62 0.18
C -5.01 0.98 -0.01
C -5.84 0.20 -0.80
C -5.36 -0.95 -1.40
C -4.04 -1.34 -1.22
H 3.93 0.34 1.75
H 6.37 0.54 1.37
H 7.21 1.80 -0.58
H 5.64 2.86 -2.16
H 3.20 2.67 -1.79
H -0.80 2.49 1.06
H -1.39 4.34 2.60
H 0.40 5.68 3.66
H 2.77 5.18 3.19
H 3.37 3.33 1.68
H -0.43 -1.91 4.11
H 0.07 -4.24 4.74
H 1.43 -5.66 3.25
H 2.29 -4.77 1.11
H 1.82 -2.43 0.47
H 2.07 0.68 3.63
H 1.71 1.90 5.75
H -0.59 2.36 6.53
H -2.54 1.60 5.22
H -2.19 0.39 3.08
H -2.76 -2.55 1.70
H -2.86 -5.00 2.08
H -1.79 -6.54 0.48
H -0.58 -5.67 -1.48
H -0.44 -3.21 -1.85
H -3.03 1.21 0.81
H -5.40 1.87 0.47
H -6.88 0.49 -0.94
H -6.02 -1.57 -2.01
H -3.67 -2.24 -1.68